Entry 1:
{"formula": "C28H67N4O4S4", "method": "ωB97M-V with the def2-TZVPD basis set", "gap_ev": 7.62, "largest_force_ha_per_bohr": 0.029, "charge": 1, "e_lumo_ev": -2.561, "symbols": ["C", "C", "C", "C", "C", "C", "C", "C", "C", "C", "C", "C", "C", "C", "C", "C", "C", "C", "N", "C", "N", "N", "N", "C", "H", "H", "H", "H", "H", "H", "H", "H", "H", "H", "H", "H", "H", "H", "H", "H", "H", "H", "H", "H", "H", "H", "H", "H", "H", "H", "H", "H", "H", "H", "H", "H", "H", "H", "H", "H", "H", "H", "H", "H", "H", "H", "H", "C", "S", "O", "C", "H", "H", "H", "H", "H", "H", "C", "S", "O", "C", "H", "H", "H", "H", "H", "H", "C", "S", "O", "C", "H", "H", "H", "H", "H", "H", "C", "S", "O", "C", "H", "H", "H", "H", "H", "H"], "xyz": [[-4.16006, -0.18265, 0.83873], [-4.42754, 0.77252, 1.99772], [-3.73724, 2.11455, 1.80067], [-2.22217, 2.02849, 1.60648], [-1.56007, 1.06869, 2.60275], [-0.13268, 1.48176, 2.94900], [0.42095, 0.87916, 4.26097], [-0.18808, -0.45981, 4.67173], [0.72695, -1.29869, 5.58520], [1.40284, -2.43076, 4.81411], [2.21161, -1.91522, 3.63655], [2.96886, -3.01632, 2.92979], [3.76420, -2.59409, 1.66570], [3.53640, -1.17609, 1.12649], [3.66900, -1.10934, -0.41911], [2.52284, -0.37579, -1.10620], [1.13188, -0.98767, -1.13956], [0.16231, -0.82238, 0.04951], [-0.90046, -1.82909, -0.32013], [-0.45702, -2.41650, -1.48659], [-1.28623, -2.96126, -2.29415], [-0.88123, -3.53332, -3.51267], [0.91690, -2.33705, -1.69445], [1.44350, -3.49517, -0.91554], [-4.65155, 0.20493, -0.04446], [-3.10311, -0.28253, 0.61584], [-4.55931, -1.16781, 1.05413], [-4.16666, 0.32961, 2.95092], [-5.49963, 0.92588, 2.02825], [-4.21247, 2.64964, 0.99127], [-3.91092, 2.71026, 2.69510], [-1.80354, 3.01165, 1.78510], [-2.01139, 1.74758, 0.58003], [-2.16774, 1.07671, 3.50126], [-1.55953, 0.06192, 2.19710], [-0.13180, 2.55690, 3.07187], [0.53771, 1.25457, 2.12341], [1.49314, 0.78273, 4.14687], [0.26203, 1.58866, 5.06330], [-1.12755, -0.24642, 5.16872], [-0.42428, -1.06939, 3.80643], [1.52317, -0.65713, 5.95108], [0.19978, -1.67638, 6.45052], [2.03580, -3.02893, 5.46636], [0.62483, -3.09192, 4.43418], [2.82498, -1.07858, 3.94830], [1.47602, -1.53302, 2.93948], [3.67743, -3.43145, 3.63640], [2.29461, -3.83545, 2.69650], [3.60229, -3.35111, 0.91605], [4.81718, -2.66986, 1.90142], [2.56389, -0.77217, 1.35832], [4.29429, -0.54112, 1.56248], [3.87918, -2.08152, -0.84118], [4.55134, -0.51263, -0.62270], [2.77612, -0.10111, -2.11858], [2.39488, 0.56254, -0.57901], [0.63370, -0.36620, -1.88258], [-0.24092, 0.17356, -0.05273], [0.48225, -1.12164, 1.03268], [-0.90062, -2.55448, 0.39332], [-2.25945, -2.97287, -1.99934], [-1.67721, -4.04146, -3.88691], [-0.15155, -4.22020, -3.34140], [2.44322, -3.74543, -1.22116], [0.83175, -4.37795, -1.08983], [1.42955, -3.30577, 0.15222], [0.59192, 3.04910, -4.25127], [1.60698, 2.24647, -3.01163], [0.81264, 2.20549, -1.74965], [2.80430, 3.57344, -2.84568], [-0.25098, 2.39732, -4.47063], [0.22995, 3.99926, -3.86296], [1.18095, 3.20202, -5.15568], [2.29324, 4.48996, -2.55155], [3.32314, 3.71087, -3.79407], [3.51892, 3.28757, -2.07654], [-5.09584, 3.91883, -3.72998], [-4.14494, 3.44458, -2.29133], [-5.08192, 3.33689, -1.13909], [-3.27118, 5.00546, -2.12144], [-5.75082, 3.08870, -3.98773], [-5.69512, 4.79992, -3.49883], [-4.41033, 4.12529, -4.55622], [-3.99079, 5.81435, -1.99482], [-2.66327, 5.17243, -3.01070], [-2.63229, 4.93834, -1.24240], [2.63123, -6.85241, 4.63217], [4.12315, -6.18197, 3.88706], [4.11186, -6.57629, 2.45189], [5.26499, -7.27669, 4.73852], [1.77846, -6.33076, 4.20178], [2.56014, -7.91791, 4.41433], [2.65645, -6.68319, 5.70856], [5.01578, -8.31343, 4.51322], [5.20691, -7.09410, 5.81139], [6.26860, -7.05379, 4.38343], [-3.30261, 5.25497, -8.78153], [-2.33827, 4.80930, -7.33531], [-3.29644, 4.68099, -6.20000], [-1.52077, 6.39842, -7.14951], [-3.92744, 4.40353, -9.04167], [-3.92969, 6.11589, -8.55152], [-2.62957, 5.48057, -9.60827], [-2.26811, 7.18251, -7.03045], [-0.90187, 6.59016, -8.02567], [-0.89274, 6.35132, -6.26222]]}

---

Entry 2:
{"formula": "C12H24FK2O9", "method": "ωB97M-V with the def2-TZVPD basis set", "gap_ev": 8.10, "largest_force_ha_per_bohr": 0.093, "charge": 1, "e_lumo_ev": -4.196, "symbols": ["K", "K", "F", "C", "C", "O", "C", "O", "O", "C", "H", "H", "H", "H", "H", "H", "H", "H", "C", "C", "O", "C", "O", "O", "C", "H", "H", "H", "H", "H", "H", "H", "H", "C", "C", "O", "C", "O", "O", "C", "H", "H", "H", "H", "H", "H", "H", "H"], "xyz": [[-2.70838, -2.35418, -1.20881], [-2.26516, -3.38486, 1.96911], [-0.63800, -1.62673, 0.56524], [-0.97551, 2.05057, 1.11964], [-0.32451, 2.70739, -0.20117], [-0.86010, 4.00146, -0.30520], [-0.76850, 4.74182, -1.45447], [-0.19694, 4.43138, -2.55474], [-1.40915, 5.91501, -1.31692], [-1.29309, 6.88943, -2.35881], [-0.81961, 0.97571, 1.02754], [-2.05517, 2.02875, 1.26782], [-0.38540, 2.35373, 1.98449], [-0.57945, 2.21195, -1.13800], [0.74558, 2.82276, -0.02884], [-1.66641, 6.48405, -3.29924], [-0.27549, 7.21020, -2.58173], [-1.91130, 7.73287, -2.05134], [1.02402, -1.25445, -2.39216], [0.44494, 0.11757, -2.84127], [-0.95775, -0.17249, -2.97170], [-1.82802, 0.57901, -3.66500], [-2.95510, 0.16085, -3.78452], [-1.33350, 1.75089, -4.12689], [-2.22077, 2.66528, -4.70325], [0.82289, -1.97141, -3.18816], [0.56503, -1.57388, -1.45654], [2.06915, -1.05700, -2.15379], [0.88427, 0.40869, -3.79539], [0.68923, 0.79925, -2.02657], [-2.06433, 2.43419, -5.75692], [-2.08074, 3.68992, -4.35884], [-3.25624, 2.48671, -4.41337], [2.46728, -4.36384, 6.93928], [1.60689, -4.75956, 5.66919], [2.21846, -4.57499, 4.43526], [1.59354, -4.14645, 3.37997], [0.44281, -3.68077, 3.30738], [2.50937, -4.25790, 2.35239], [2.06765, -3.94398, 1.03328], [3.40717, -4.91583, 6.94395], [1.87658, -4.66703, 7.80371], [2.68101, -3.29621, 6.88828], [0.64202, -4.25254, 5.67695], [1.32268, -5.80285, 5.80658], [1.52091, -3.00142, 1.00575], [1.39931, -4.73808, 0.70040], [2.82785, -3.85320, 0.25741]]}

---

Entry 3:
{"formula": "C5H26N2O7", "method": "ωB97M-V with the def2-TZVPD basis set", "gap_ev": 9.05, "largest_force_ha_per_bohr": 0.020, "charge": 0, "e_lumo_ev": 0.002, "symbols": ["C", "C", "C", "C", "O", "N", "C", "N", "H", "H", "H", "H", "H", "H", "H", "H", "H", "H", "H", "H", "H", "H", "O", "H", "H", "O", "H", "H", "O", "H", "H", "O", "H", "H", "O", "H", "H", "O", "H", "H"], "xyz": [[0.49966, 2.06799, -1.84206], [-0.25198, 1.13000, -0.89266], [-0.51904, -0.20072, -1.60467], [-1.80699, -0.89675, -1.14928], [-1.70571, -2.30609, -1.24259], [0.47114, 0.85744, 0.37212], [0.83628, 2.04163, 1.16590], [2.18183, 2.55295, 0.96587], [0.64552, 3.06728, -1.41715], [1.48143, 1.64752, -2.09210], [-0.04193, 2.15619, -2.78255], [-1.21693, 1.56340, -0.61505], [-0.51502, -0.07064, -2.68692], [0.27457, -0.92886, -1.41575], [-2.64316, -0.59401, -1.78611], [-2.06519, -0.64224, -0.11189], [-0.92090, -2.59550, -0.75316], [1.29628, 0.30292, 0.14499], [0.11834, 2.84432, 1.01914], [0.72942, 1.74829, 2.22001], [2.85898, 1.80976, 0.84300], [2.20788, 3.10634, 0.11851], [-0.82239, -0.96312, 2.07847], [-0.49368, -0.25982, 1.43454], [-0.46109, -0.79759, 2.95191], [0.74428, -2.62594, 0.57081], [1.45453, -2.00214, 0.36925], [0.16898, -2.12518, 1.18890], [-3.51708, -0.64210, 2.18155], [-3.86870, -1.29217, 1.56965], [-2.53909, -0.76516, 2.21885], [3.15814, -0.39253, 0.21068], [3.75859, -0.74681, 0.88033], [3.45812, -0.71506, -0.66594], [3.86747, -1.47639, -2.14081], [3.89822, -0.95363, -2.95044], [3.35083, -2.25513, -2.39154], [-3.45150, 1.71314, 0.70275], [-4.32046, 2.14533, 0.84737], [-3.49894, 0.91428, 1.28476]]}

---

Entry 4:
{"formula": "C7H9O7PZn", "method": "ωB97M-V with the def2-TZVPD basis set", "gap_ev": 7.81, "largest_force_ha_per_bohr": 0.097, "charge": 2, "e_lumo_ev": -8.964, "symbols": ["Zn", "O", "C", "C", "O", "C", "O", "C", "O", "C", "O", "P", "O", "C", "O", "C", "H", "H", "H", "H", "H", "H", "H", "H", "H"], "xyz": [[-1.07818, 0.23675, -1.86977], [-1.85014, -2.98153, -2.06392], [-1.61859, -1.86205, -1.95875], [-2.24352, 1.51831, -0.60649], [-2.79467, 2.27932, 0.05252], [0.92661, 0.78025, -2.48434], [1.93729, 1.17105, -2.86602], [-2.00184, 0.79422, -3.68019], [-2.51112, 1.03736, -4.67431], [0.22268, -2.71415, 0.57609], [0.53775, -1.51659, -0.16655], [1.46236, -0.08399, 0.29120], [1.71290, -0.44152, 1.83559], [0.76250, -0.44177, 2.95684], [0.29168, 1.27323, 0.56478], [0.91050, 2.62679, 0.52428], [0.23239, -3.56894, -0.09375], [-0.80371, -2.61438, 0.91161], [0.84661, -3.01962, 1.41592], [-0.22735, -0.97837, 2.82809], [1.33800, -0.97637, 3.69946], [0.60694, 0.59436, 3.31964], [0.54502, 3.43267, 1.19934], [1.96140, 2.47474, 0.79168], [0.83449, 2.98024, -0.50295]]}